No. 1
{
  "formula": "C4H16BrNSi3",
  "method": "ωB97M-V/def2-TZVPD",
  "elements": ["Br", "Si", "Si", "Si", "N", "C", "C", "C", "C", "H", "H", "H", "H", "H", "H", "H", "H", "H", "H", "H", "H", "H", "H", "H", "H"],
  "positions_angstrom": [[3.326, -0.060, -0.069], [0.131, -2.075, 0.060], [2.906, 2.047, 0.424], [-1.976, 0.430, -0.028], [-0.618, -0.668, 0.333], [1.131, -2.683, -1.387], [-1.628, 2.206, 0.809], [0.459, -3.220, 1.544], [-2.442, 0.994, -1.834], [-1.353, 2.077, 1.843], [1.416, -3.814, 1.416], [2.061, -2.511, -0.991], [-0.807, 2.711, 0.261], [-3.553, 0.701, -2.019], [-1.870, 0.673, -2.664], [0.783, -2.590, 2.481], [0.992, -3.742, -1.729], [-0.429, -3.833, 2.019], [4.436, 2.626, 0.638], [2.121, 1.887, 1.623], [-2.538, 2.204, -1.871], [-2.508, 2.822, 0.519], [-3.056, -0.341, 0.734], [0.842, -1.994, -2.236], [2.375, 2.625, -0.841]],
  "lowdin_charge": [0.22, 0.49, 0.16, 0.44, -0.30, -0.22, -0.24, -0.24, -0.25, -0.01, 0.02, -0.07, 0.01, 0.03, -0.03, 0.05, 0.05, 0.06, -0.06, -0.12, 0.06, 0.01, -0.03, 0.05, -0.10],
  "energy_ha": -3659.2350,
  "total_charge": 0,
  "e_homo_ev": -8.64,
  "homo_lumo_gap_ev": 8.979,
  "de_lowest_kcal_mol": 101.5,
  "smiles": "C[Si](C)=N[SiH](C)C.[SiH3]Br",
  "e_lumo_ev": 0.34
}

***

No. 2
{
  "formula": "C36H36ILiN5O3",
  "method": "ωB97M-V/def2-TZVPD",
  "elements": ["I", "O", "O", "O", "N", "N", "N", "N", "N", "C", "C", "C", "C", "C", "C", "C", "C", "C", "C", "C", "C", "C", "C", "C", "C", "C", "C", "C", "C", "C", "C", "C", "C", "C", "C", "C", "C", "C", "C", "C", "C", "C", "C", "C", "C", "Li", "H", "H", "H", "H", "H", "H", "H", "H", "H", "H", "H", "H", "H", "H", "H", "H", "H", "H", "H", "H", "H", "H", "H", "H", "H", "H", "H", "H", "H", "H", "H", "H", "H", "H", "H", "H"],
  "positions_angstrom": [[3.019, 0.824, -3.502], [-2.877, 0.383, 2.164], [-1.692, 4.928, 0.399], [-0.780, 0.252, -1.852], [-1.809, -0.687, 3.842], [0.997, 2.363, -1.599], [1.396, -2.173, -2.153], [1.222, 0.314, 0.618], [-4.050, 1.629, -1.843], [4.815, 3.997, -1.150], [-1.842, 0.098, 2.735], [0.530, -2.160, -4.361], [-3.377, -0.600, -2.456], [1.845, 1.350, 1.147], [4.593, 2.926, -2.000], [3.316, 2.429, -2.165], [2.499, -2.171, -0.041], [0.942, -4.271, 0.847], [0.455, -4.142, -5.716], [1.318, 2.107, 2.183], [-0.562, -0.077, 5.882], [-3.049, -1.283, 4.302], [0.247, -2.780, -5.554], [-0.093, 3.036, -1.435], [0.996, -4.861, -4.660], [0.104, 1.723, 2.729], [-1.408, 2.514, -1.474], [-2.516, 3.385, -1.294], [1.300, -4.246, -3.464], [1.874, -3.700, 1.703], [2.215, 2.969, -1.488], [1.566, -2.738, -0.936], [0.789, -3.811, -0.441], [0.073, -0.060, 1.144], [-1.672, 1.130, -1.768], [-3.066, 0.790, -1.997], [-2.343, 4.817, -0.858], [2.643, -2.639, 1.245], [-0.616, -0.941, 4.618], [-0.520, 0.587, 2.227], [1.052, -2.868, -3.260], [2.468, 4.065, -0.640], [3.741, 4.571, -0.488], [-3.145, -2.765, 3.946], [-3.782, 2.887, -1.459], [0.878, -0.280, -1.811], [-3.136, -1.143, 5.384], [-1.741, 5.390, -1.569], [1.843, 2.973, 2.552], [-0.021, 4.124, -1.319], [-4.110, -3.161, 4.258], [-2.362, -3.340, 4.436], [0.257, -0.737, 3.995], [5.813, 4.381, -0.996], [-4.437, -0.691, -2.670], [1.998, -4.071, 2.711], [0.345, -1.100, -4.238], [-1.401, -0.294, 6.541], [5.413, 2.462, -2.529], [-3.331, 5.297, -0.796], [3.907, 5.417, 0.165], [1.751, -4.822, -2.668], [-3.854, -0.736, 3.805], [0.206, -4.629, -6.648], [-3.087, -1.324, -1.696], [-0.390, -0.922, 0.689], [-4.650, 3.518, -1.301], [-0.593, -2.000, 4.891], [3.110, -1.349, -0.391], [0.320, -5.084, 1.204], [-2.793, -0.829, -3.346], [-0.599, 0.977, 5.620], [-1.982, 4.176, 0.930], [1.182, -5.922, -4.775], [2.804, 1.601, 0.714], [0.361, -0.266, 6.424], [1.647, 4.501, -0.086], [-3.050, -2.896, 2.870], [0.029, -4.242, -1.082], [-0.356, 2.301, 3.520], [-0.153, -2.200, -6.377], [3.372, -2.178, 1.906]],
  "lowdin_charge": [0.99, 0.08, -0.07, -0.13, -0.06, 0.05, -0.04, 0.08, 0.10, -0.11, -0.42, -0.07, -0.03, -0.14, -0.17, -0.62, -0.08, -0.13, -0.15, -0.04, -0.07, -0.20, -0.13, -0.07, -0.13, -0.02, -0.08, -0.18, -0.05, -0.15, -0.38, -0.34, -0.06, -0.06, -0.32, -0.26, -0.23, -0.13, -0.20, -0.12, -0.33, -0.04, -0.10, -0.07, -0.14, 0.46, 0.11, 0.12, 0.10, 0.11, 0.07, 0.06, 0.12, 0.09, 0.07, 0.08, 0.07, 0.06, 0.08, 0.11, 0.10, 0.10, 0.11, 0.08, 0.08, 0.13, 0.10, 0.12, 0.09, 0.09, 0.08, 0.06, 0.09, 0.09, 0.11, 0.07, 0.11, 0.08, 0.11, 0.12, 0.09, 0.09],
  "energy_ha": -2198.3096,
  "total_charge": -1,
  "e_homo_ev": -3.42,
  "homo_lumo_gap_ev": 5.779,
  "e_lumo_ev": 2.35
}

***

No. 3
{
  "formula": "C28H23BrN5OSSn",
  "method": "ωB97M-V/def2-TZVPD",
  "elements": ["Sn", "Br", "S", "O", "N", "N", "N", "N", "N", "C", "C", "C", "C", "C", "C", "C", "C", "C", "C", "C", "C", "C", "C", "C", "C", "C", "C", "C", "C", "C", "C", "C", "C", "C", "C", "C", "C", "H", "H", "H", "H", "H", "H", "H", "H", "H", "H", "H", "H", "H", "H", "H", "H", "H", "H", "H", "H", "H", "H", "H"],
  "positions_angstrom": [[1.051, -0.287, 0.155], [-1.901, 4.716, -4.683], [3.215, 1.294, -0.168], [-5.060, -2.792, 2.651], [1.927, -2.250, -0.855], [0.697, -0.217, -2.247], [-1.172, -1.683, -0.016], [-6.169, -2.468, 0.694], [0.972, 1.621, 1.849], [2.217, 3.100, 3.292], [-2.238, -1.143, -0.612], [2.490, -3.245, -0.173], [-0.036, 2.478, 3.843], [4.411, 2.958, 1.532], [-0.753, 3.142, -2.607], [3.238, 2.220, 1.241], [1.107, 3.163, 4.161], [-0.809, 2.083, -4.774], [-0.168, 2.007, -2.089], [1.065, -1.278, -2.860], [2.102, 2.292, 2.139], [-2.617, -3.015, 1.330], [-1.328, 0.980, 2.289], [1.659, -2.407, -2.163], [-1.078, 3.180, -3.959], [-1.361, -2.626, 0.914], [-5.073, -2.596, 1.456], [3.409, 3.823, 3.534], [1.936, -3.600, -2.812], [-0.081, 1.713, 2.665], [2.490, -4.655, -2.093], [2.789, -4.470, -0.753], [0.110, 0.892, -2.885], [-3.536, -1.453, -0.239], [4.496, 3.735, 2.663], [-0.226, 0.951, -4.243], [-3.727, -2.382, 0.778], [-7.066, -2.598, 1.139], [-2.741, -3.764, 2.101], [3.472, 4.454, 4.413], [-6.152, -2.446, -0.310], [-4.359, -0.942, -0.718], [5.253, 2.883, 0.856], [3.240, -5.254, -0.163], [-1.061, 2.117, -5.825], [2.720, -3.056, 0.870], [-1.370, 0.818, 1.209], [0.951, -1.389, -3.935], [-1.360, 0.012, 2.796], [2.689, -5.603, -2.574], [1.172, 3.754, 5.066], [-0.907, 2.530, 4.480], [-0.967, 3.998, -1.983], [-0.471, -3.059, 1.358], [1.713, -3.718, -3.864], [0.093, 1.978, -1.029], [-2.041, -0.430, -1.405], [5.406, 4.278, 2.881], [-2.211, 1.541, 2.589], [-0.048, 0.117, -4.908]],
  "lowdin_charge": [1.38, 0.86, 0.83, 0.11, -0.05, 0.00, -0.05, 0.21, 0.00, -0.11, -0.13, -0.09, 0.05, -0.03, -0.09, -0.57, 0.08, -0.07, -0.05, -0.03, -0.22, 0.04, -0.02, -0.25, -0.65, -0.12, -0.50, 0.10, 0.05, -0.28, 0.03, 0.02, -0.28, 0.03, 0.01, 0.01, -0.08, 0.14, 0.14, 0.15, 0.11, 0.13, 0.13, 0.14, 0.12, 0.13, 0.04, 0.15, 0.11, 0.14, 0.15, 0.14, 0.12, 0.12, 0.14, 0.07, 0.11, 0.14, 0.11, 0.12],
  "energy_ha": -4615.3808,
  "total_charge": 3,
  "e_homo_ev": [-16.06, -16.06],
  "homo_lumo_gap_ev": [3.928, 4.386],
  "de_lowest_kcal_mol": 0.0,
  "e_lumo_ev": [-12.13, -11.67]
}